Entry one
# C3H4N2OS

C3H4N2OS in the gas phase (ωB97M-V/def2-TZVPD, the OMol25 dataset).

## Properties
gap between HOMO and LUMO	9.099	eV
net charge	0
structure (SMILES)	Oc1cn(S)cn1
HOMO level	-8.6	eV
2S+1	1

Geometry as XYZ:
```
11
C3H4N2OS ωB97M-V/def2-TZVPD
C -0.3746 -0.8932 -0.0108
N 0.6592 0.0489 -0.0075
N -1.2311 1.2036 0.0100
O -2.8104 -0.5166 0.0136
C -1.5140 -0.1372 -0.0006
S 2.3252 -0.2778 -0.0774
H 2.5515 -0.4020 1.2691
H -0.1847 -1.9594 -0.0530
C 0.0740 1.2754 0.0004
H -2.8634 -1.4847 -0.0157
H 0.6678 2.1855 -0.0218
```

Results of the Mulliken charge analysis, in e, for atoms 1 through 8:
1 C -0.397
2 N -0.043
3 N -0.590
4 O -0.490
5 C 0.500
6 S -0.150
7 H 0.149
8 H 0.380

---

Entry two
# C3H4N2OS

C3H4N2OS in the gas phase (ωB97M-V/def2-TZVPD, the OMol25 dataset).

## Properties
gap between HOMO and LUMO	8.898	eV
net charge	0
HOMO level	-9.4	eV
2S+1	1

Geometry as XYZ:
```
11
C3H4N2OS ωB97M-V/def2-TZVPD
H 0.2217 -0.5651 -1.9066
S 1.8775 0.9061 0.7413
H 0.7090 -1.6412 -0.4994
C -0.9632 0.7406 0.7019
N -1.3018 -1.1398 -0.5874
N -1.8153 -0.3698 0.1825
H -1.0930 0.5810 1.8178
O 2.9313 0.1683 0.0213
H -1.0984 1.7630 0.2117
C 0.1237 -0.8104 -0.8432
C 0.4085 0.3673 0.1601
```

Results of the Mulliken charge analysis, in e, for atoms 1 through 8:
1 H 0.306
2 S 0.304
3 H 0.285
4 C -0.359
5 N -0.198
6 N -0.235
7 H 0.313
8 O -0.528

---

Which of them is most stable, and which least? Most stable: entry one; least stable: entry two.

---

Entry one
# C2H7NS

C2H7NS as an isolated structure (ωB97M-V/def2-TZVPD, the OMol25 dataset).

## Properties
gap between HOMO and LUMO (spin up / spin down)	11.004 / 7.096	eV
net charge	+1
expectation value of S²	0.753
HOMO level (spin up / spin down)	-15.6 / -15.4	eV
2S+1	2

Geometry as XYZ:
```
11
C2H7NS ωB97M-V/def2-TZVPD
S 0.8542 0.3978 -1.6888
H -1.9977 -0.4934 -0.4114
H 0.1208 0.5988 -0.2595
N -0.5253 0.1792 0.8210
C -1.4431 -0.6389 0.5141
H 0.8218 -1.1225 1.8148
C 0.3945 -0.1298 1.9279
H -1.6226 -1.5465 1.0837
H -0.2721 0.5745 -2.3888
H 1.2098 0.5878 1.9388
H -0.1202 -0.1013 2.8779
```

Results of the Mulliken charge analysis, in e, for atoms 1 through 8:
1 S -0.036
2 H 0.259
3 H 0.420
4 N -0.179
5 C -0.194
6 H 0.372
7 C -0.879
8 H 0.283

---

Entry two
# C2H7NS

An isolated ion of composition C2H7NS and charge +1 (ωB97M-V/def2-TZVPD, the OMol25 dataset).

## Properties
gap between HOMO and LUMO (spin up / spin down)	11.654 / 6.234	eV
net charge	+1
expectation value of S²	0.754
HOMO level (spin up / spin down)	-15.4 / -14.9	eV
2S+1	2

Geometry as XYZ:
```
11
C2H7NS ωB97M-V/def2-TZVPD
H 0.9391 1.1143 -1.2183
H 1.3753 -0.5145 -1.0180
C -0.6213 -0.2345 -1.0670
H 0.0496 -0.9730 1.7382
H 1.0189 0.2837 1.2712
H -1.2365 0.1844 -1.8780
N 0.7039 0.1452 -1.3915
H -0.0823 0.6222 2.5750
S -1.3456 0.5712 0.4441
H -0.7962 -1.3098 -1.0687
C -0.0048 0.1108 1.6129
```

Results of the Mulliken charge analysis, in e, for atoms 1 through 8:
1 H 0.275
2 H 0.269
3 C -0.453
4 H 0.373
5 H 0.335
6 H 0.350
7 N -0.439
8 H 0.355

---

Which of them is most stable, and which least? Most stable: entry two; least stable: entry one.

---

Entry one
# CH6N3O

An isolated ion of composition CH6N3O and charge +1 (ωB97M-V/def2-TZVPD, the OMol25 dataset).

## Properties
gap between HOMO and LUMO	10.701	eV
net charge	+1
structure (SMILES)	N/C=[N+](\N)O
HOMO level	-15.2	eV
2S+1	1

Geometry as XYZ:
```
11
CH6N3O ωB97M-V/def2-TZVPD
N -0.6660 -0.0005 0.2933
H 2.2913 0.9365 -0.8358
C 0.3933 0.9273 0.1019
N 1.3693 0.5818 -0.7534
O -1.6041 0.4303 1.2056
H 1.3936 -0.2213 -1.3687
H -1.1711 -1.2213 -1.1781
H -1.3037 0.0361 2.0304
N -0.5202 -1.1712 -0.3871
H 0.3053 1.7734 0.8423
H -0.4877 -2.0711 0.0497
```

Results of the Mulliken charge analysis, in e, for atoms 1 through 8:
1 N 0.364
2 H 0.250
3 C 0.161
4 N -0.309
5 O -0.398
6 H 0.283
7 H 0.255
8 H 0.382

---

Entry two
# CH6N3O

An isolated ion of composition CH6N3O and charge +1 (ωB97M-V/def2-TZVPD, the OMol25 dataset).

## Properties
gap between HOMO and LUMO	11.346	eV
net charge	+1
structure (SMILES)	NC(=[NH2+])NO
HOMO level	-15.1	eV
2S+1	1

Geometry as XYZ:
```
11
CH6N3O ωB97M-V/def2-TZVPD
C 0.0146 0.2442 -0.1151
H -0.5575 2.1219 0.0097
H 1.3359 -0.4958 1.2297
O 1.1677 -2.2503 0.3358
N 0.6733 -0.8223 0.5999
H -1.5263 0.1584 -1.6067
H 0.0949 1.6125 1.5482
N -0.5548 -0.0793 -1.2984
H -0.1592 -0.9436 -1.7239
H 1.1324 -2.5540 1.2697
N -0.0377 1.4039 0.5200
```

Results of the Mulliken charge analysis, in e, for atoms 1 through 8:
1 C 0.495
2 H 0.255
3 H 0.265
4 O -0.305
5 N -0.224
6 H 0.280
7 H 0.285
8 N -0.360

---

Which of them is most stable, and which least? Most stable: entry two; least stable: entry one.

---

Entry one
# C5H33NO13

A 13-piece molecular cluster, C5H33NO13 overall (ωB97M-V/def2-TZVPD, the OMol25 dataset).

## Properties
gap between HOMO and LUMO	7.406	eV
net charge	0
HOMO level	-7.7	eV
2S+1	1

Geometry as XYZ:
```
52
C5H33NO13 ωB97M-V/def2-TZVPD
C 2.5033 0.0367 1.3447
H -2.5928 1.1178 2.4779
O 1.7996 2.1536 -2.6493
H 2.3269 2.1742 1.7181
O -1.1079 -0.5379 -3.5527
H 1.6940 -1.1834 -2.4590
O -0.5148 -1.7951 0.9060
O -1.9675 3.6319 -1.0216
H 0.6195 -2.4971 2.7298
O -3.1578 1.7848 2.0449
H 1.6827 -3.4218 2.3395
O 1.7264 -3.1691 0.3262
C 1.8542 1.3887 1.1799
H 2.5960 -0.1254 2.4376
O -3.9565 -0.4208 1.1086
H -3.2842 1.2360 -2.3606
H 4.2546 1.5416 -1.0410
H -1.2771 0.1194 -2.8423
H 0.2583 -1.3420 -2.8106
H -0.9959 2.0349 -0.3427
N -0.2471 2.2059 0.4758
H 2.1888 -2.4609 -0.0859
C 0.7668 1.3215 0.4500
O -2.4792 0.9297 -1.6970
H 3.7798 -1.1876 0.2784
H -0.1212 3.0755 0.8391
H -1.7545 -1.2879 -3.3697
C 3.7646 0.5703 -0.8605
H 2.1865 -4.0472 0.0086
H -2.9309 3.4311 -1.0701
H 0.9463 0.1431 3.3000
H -3.9824 0.4381 1.1336
O -3.2846 -2.2209 -1.1514
H -2.9725 -2.2644 -0.2274
H -0.5040 -0.0693 3.5032
H -4.8506 -0.6485 1.0964
H 4.6476 -0.0944 1.0920
H 2.1064 1.2296 -2.6556
H -1.6842 3.9281 -1.7782
C 3.6836 -0.1393 0.4694
H -4.0705 -2.6473 -1.2684
H -2.3604 2.2715 1.7286
H 0.4276 0.2836 -0.0038
H 1.8582 -0.8934 1.2590
O 3.1929 0.1583 -1.8700
H -1.0056 -0.9410 0.5747
H 0.9371 2.0991 -3.1366
O 1.1516 -3.1929 3.0808
O 0.1479 0.5902 3.7642
O 0.8913 -1.4357 -2.0946
H -2.9132 0.1132 -1.3934
H 0.0226 -1.9848 0.0753
```

Results of the Mulliken charge analysis, in e, for atoms 1 through 8:
1 C 0.074
2 H 0.317
3 O -0.627
4 H 0.402
5 O -0.780
6 H 0.284
7 O -0.525
8 O -0.549

---

Entry two
# C5H33NO13

A 12-piece molecular cluster, C5H33NO13 overall (ωB97M-V/def2-TZVPD, the OMol25 dataset).

## Properties
gap between HOMO and LUMO	9.999	eV
net charge	0
structure (SMILES)	C[C@H](O)CCNC=O.O.O.O.O.O.O.O.O.O.O.O
HOMO level	-9.8	eV
2S+1	1

Geometry as XYZ:
```
52
C5H33NO13 ωB97M-V/def2-TZVPD
H -2.2275 4.2199 -1.3582
O 0.3774 3.6769 -1.6952
O 1.1516 -1.3060 2.2513
H 1.2128 -0.8604 -1.2201
O 1.0836 1.7699 3.1590
H -1.1284 1.6004 0.5924
H 2.0469 2.0072 -0.6221
H 0.4078 4.3898 1.8913
H 0.1931 3.1585 2.6941
H -2.5987 -1.9558 -2.4988
O 1.4216 0.3959 -2.6492
H 0.8880 -4.2298 1.9189
O 0.5219 -3.7240 1.1841
H 1.6099 -0.7584 1.6038
H 0.3824 1.3499 2.6462
H -0.4356 -0.4295 1.6412
H -0.4212 -3.6364 1.4167
O -2.1600 3.6705 -0.5676
O -0.2790 -0.2430 4.4547
O -3.0419 -1.4315 -3.1822
H 0.6004 4.5391 -1.3254
O -0.3300 3.8730 2.2388
H 2.9828 -3.0384 -0.2443
H 4.0537 -2.3681 0.5720
O -1.8854 -2.4031 1.8089
H -0.5334 1.5598 -1.7479
O 0.4133 -1.8311 -3.7659
H 0.0740 3.1632 -0.9397
C 1.8504 0.9767 -0.3224
H -2.2394 4.3305 0.1353
H -1.0868 0.0576 -1.9935
O -1.1190 -2.8760 -1.7107
H 2.7396 0.3690 -0.1838
H 1.2039 -2.3519 -3.6135
H 0.9755 -2.1710 1.8077
H 0.6839 1.5551 4.0237
C 0.9672 0.2008 -1.2929
H -2.8861 -1.4125 0.3342
H -1.2910 -3.8082 -1.8640
H 0.3692 -0.9581 4.4274
H -0.4684 -2.4992 -2.3397
H -1.0568 -0.6767 4.0814
O 3.6475 -2.3424 -0.2968
C -0.5081 0.5924 -1.2262
H 0.5988 -0.8698 -3.7205
H -2.3068 -1.2524 -3.7786
C -1.3271 0.6786 0.0310
H 1.3416 1.2052 0.6229
H -2.3416 0.7468 -0.3672
H 1.1097 1.2374 -3.0049
N -1.2151 -0.4046 0.9867
C -2.0212 -1.4856 1.0077
```

Results of the Mulliken charge analysis, in e, for atoms 1 through 8:
1 H 0.290
2 O -0.550
3 O -0.632
4 H 0.138
5 O -0.723
6 H 0.155
7 H 0.422
8 H 0.295

---

Which of them is most stable, and which least? Most stable: entry two; least stable: entry one.

---

Entry one
# C19H20N2O5S

C19H20N2O5S in the gas phase (ωB97M-V/def2-TZVPD, the OMol25 dataset).

## Properties
gap between HOMO and LUMO	8.404	eV
net charge	0
structure (SMILES)	O=C(COC(=O)CSc1ccc([N+](=O)[O-])cc1)NCCCc1ccccc1
HOMO level	-8.9	eV
2S+1	1

Geometry as XYZ:
```
47
C19H20N2O5S ωB97M-V/def2-TZVPD
C -2.7445 -1.8432 0.3286
C -1.7337 2.6617 -1.2665
C 0.3299 -1.4915 0.5658
O 4.9027 -0.7701 0.9877
C 0.0519 -0.3474 1.3026
C 1.2751 1.0783 -1.6958
O 4.3489 0.9896 2.0886
H -2.3824 -1.6166 1.3346
C -1.6938 -2.6037 -0.4717
C 1.7120 -0.9511 2.9263
C 2.4293 1.6500 0.3202
O -2.8066 1.9049 -1.5037
O -1.4843 3.1913 -0.2190
C -3.7318 1.7440 -0.4282
C -0.8696 2.7934 -2.5036
H -2.1136 -2.8829 -1.4419
H -0.1461 3.5976 -2.3798
H -1.4980 2.9749 -3.3753
H 2.2529 -0.7365 3.8353
S 0.0091 1.2474 -2.9094
C 0.7343 -0.0807 2.4766
C 2.1234 -0.0183 -1.8748
C 1.3108 -2.3601 1.0281
N -3.0769 -0.5792 -0.2967
H 0.2361 -2.3672 -1.3730
C 1.4416 1.9235 -0.6041
H -0.6991 0.3493 0.9597
H -0.6700 -0.8618 -1.2095
C 3.1012 -0.2946 -0.9495
H -3.6490 -2.4567 0.4238
C -3.4561 0.4904 0.4205
H 3.7551 -1.1455 -1.0586
H 0.5018 0.8115 3.0378
C 3.2458 0.5386 0.1564
H 1.5409 -3.2518 0.4619
H -4.7210 1.6627 -0.8852
O -3.5956 0.4964 1.6211
N 4.2358 0.2318 1.1477
H 1.9896 -0.6487 -2.7400
H 2.5666 2.2830 1.1830
C 2.0005 -2.0926 2.1971
H -3.0341 -0.5213 -1.3028
H -1.4523 -3.5210 0.0668
H 0.7993 2.7730 -0.4431
H -3.6937 2.6147 0.2328
H 2.7692 -2.7713 2.5354
C -0.4115 -1.7943 -0.7063
```

Results of the Mulliken charge analysis, in e, for atoms 1 through 8:
1 C -0.829
2 C 0.852
3 C 0.728
4 O -0.650
5 C 0.609
6 C 1.029
7 O -0.639
8 H 0.423

---

Entry two
# C19H20N2O5S

C19H20N2O5S in the gas phase (ωB97M-V/def2-TZVPD, the OMol25 dataset).

## Properties
gap between HOMO and LUMO	9.012	eV
net charge	0
structure (SMILES)	O=C(Nc1cccc(S(=O)(=O)N2CCCCC2)c1)c1ccc2c(c1)OCO2
HOMO level	-8.5	eV
2S+1	1

Geometry as XYZ:
```
47
C19H20N2O5S ωB97M-V/def2-TZVPD
C 2.0586 0.0328 0.5135
H -2.8597 2.7775 0.2559
O 6.7531 -0.8656 -0.9445
H -5.5753 1.5010 0.8437
H -1.0932 -4.7873 -0.3304
H 5.8039 2.3618 1.8874
C 4.0505 1.2737 1.2443
C 6.2350 0.7735 0.5181
O 7.5886 0.8363 0.3630
N -3.0763 0.7362 0.0489
C -1.0034 -3.7404 -0.0840
H 8.6250 -0.8894 -0.0813
C -0.7520 -1.0443 0.5560
H 4.0265 -1.3353 -0.9641
C 5.4101 1.5599 1.2866
H 8.4050 0.2638 -1.4411
C 7.9261 -0.1823 -0.5552
H -6.2702 2.4562 -1.3456
H -4.6330 3.0737 -1.6003
H -4.9185 0.9194 -2.8025
H -0.6810 -0.0004 0.8071
C 0.3873 -1.8003 0.2902
C -1.9891 -1.6502 0.4900
C -3.3286 0.6475 -1.3722
H -5.4022 0.1322 -1.2882
C -3.4973 1.9813 0.6549
H -3.1291 -3.4065 0.1304
H -3.0443 -0.3599 -1.6846
O 1.2914 0.9498 0.7099
H 1.1277 -3.7486 -0.2233
C 5.7256 -0.2610 -0.2733
H 2.4143 -1.9461 0.2029
C -5.2149 2.2731 -1.1350
C -4.7915 0.9269 -1.7185
H 3.3570 1.8674 1.8190
N 1.6748 -1.2683 0.3241
H -5.2408 3.2420 0.8046
C 4.3872 -0.5564 -0.3118
C -4.9692 2.2775 0.3723
H -3.3177 1.8802 1.7254
C 0.2464 -3.1545 -0.0242
O -3.4089 -0.3582 2.2892
H -2.6720 1.3689 -1.8715
O -4.5928 -1.3438 0.3748
C -2.1379 -2.9853 0.1726
C 3.5378 0.2330 0.4782
S -3.4330 -0.6620 0.8885
```

Results of the Mulliken charge analysis, in e, for atoms 1 through 8:
1 C 0.770
2 H 0.429
3 O -0.483
4 H 0.284
5 H 0.388
6 H 0.438
7 C -0.730
8 C 0.965

---

Which of them is most stable, and which least? Most stable: entry two; least stable: entry one.